(1)
A 2-piece molecular cluster, C5H6ClNO5PS overall, computed with the ωB97M-V functional and the def2-TZVPD basis.

The geometry in XYZ format:
```
20
Properties=species:S:1:pos:R:3:forces:R:3
O -2.45248 -1.45185 1.31755 0.69 1.48 -0.26
P -2.02881 0.15718 1.54555 -0.55 -0.11 0.37
Cl -0.65608 0.19323 3.11969 -0.72 -0.44 -1.05
C -0.91615 0.73072 0.13747 2.42 0.18 -2.09
C -0.31076 -0.22884 -0.85926 0.55 3.29 -0.14
C 0.59391 0.39214 -1.88600 -1.09 1.78 1.71
C 0.83684 1.84302 -1.88687 -0.83 -2.27 0.70
N 0.24110 2.68625 -0.92773 -0.34 -2.51 -0.16
C -0.60553 2.15417 0.04260 -0.27 -2.23 0.11
H -3.21990 -1.51558 0.71404 0.48 0.20 0.49
H -0.51859 -1.34187 -0.79558 0.57 0.74 0.38
H 1.08155 -0.27091 -2.64196 -0.40 0.88 0.85
H 1.49470 2.32584 -2.64755 -0.70 -0.43 0.90
H 0.43739 3.68766 -0.92295 -0.08 -0.63 -0.06
H -1.04221 2.84870 0.80374 0.59 -0.54 -0.95
O 0.03135 -2.60243 0.42485 -0.61 0.32 -0.47
S 1.41943 -2.44625 0.98073 1.33 -0.91 0.45
O 2.41085 -2.79527 -0.06180 -0.22 0.19 -0.42
O 1.58888 -3.33191 2.14813 -0.37 0.08 -0.06
O 1.61452 -1.03398 1.39534 -0.45 0.93 -0.29
```
Positions in Å, forces in eV/Å.

Calculated values
Electronic energy   -49654.7701 eV
Multiplicity   1
Total charge   -1
Largest force on an atom   0.065 hartree/bohr
HOMO-LUMO gap   4.120 eV

---

(2)
C4H8N2O3 as an isolated structure, computed with the ωB97M-V functional and the def2-TZVPD basis.

The geometry in XYZ format:
```
17
Properties=species:S:1:pos:R:3:forces:R:3
C -2.09255 -0.97120 0.05578 1.95 2.11 2.28
C -0.58430 -0.56969 0.32567 -2.32 2.69 -0.13
C -0.34679 0.91292 0.94057 3.45 -1.49 -2.20
C 2.37116 -0.30121 -0.46484 -0.57 8.08 0.79
H -2.78494 0.90930 -0.52462 2.02 -4.45 -3.01
H -2.23068 -1.98626 -0.21917 0.17 -0.80 -0.56
H -2.55839 -0.92268 1.21518 0.21 0.66 -3.32
H -1.07199 0.79029 1.66418 -1.37 0.71 2.30
H 0.72560 0.92322 1.25705 -1.14 -0.38 0.42
H 0.36839 2.80142 -0.19149 -3.89 -4.51 2.20
H 2.30645 -1.90786 0.48398 -0.52 -2.27 0.43
H 3.53312 -0.44188 -0.81591 -3.08 -0.64 1.04
N 0.23556 -1.47832 0.19325 2.48 -2.68 -0.26
N 1.62889 -1.22192 0.29244 1.86 3.23 -2.24
O -2.38687 -0.08654 -1.08784 -2.95 3.70 4.81
O -0.57286 2.07523 0.22270 2.17 3.79 -2.35
O 2.03176 1.05021 -0.56137 1.53 -7.78 -0.18
```
Positions in Å, forces in eV/Å.

Calculated values
Electronic energy   -13393.1122 eV
Multiplicity   1
Total charge   0
Largest force on an atom   0.158 hartree/bohr
HOMO-LUMO gap   9.374 eV
ΔE to the lowest compared entry with this formula, charge and spin   8.576 eV

---

(3)
The molecule C5H6N2O, computed with the ωB97M-V functional and the def2-TZVPD basis.

The geometry in XYZ format:
```
14
Properties=species:S:1:pos:R:3:forces:R:3
O -2.78467 0.99612 0.02684 0.37 0.95 0.32
C -2.54350 -0.18663 0.05984 -1.75 -1.11 -0.46
C -1.31269 -0.88101 -0.11974 1.55 -0.96 0.12
C -0.05840 -0.32278 -0.00034 -1.01 3.12 -0.62
C 0.32428 1.15289 0.02867 -0.58 -1.69 -0.66
C 1.67867 1.15605 -0.03748 -1.01 1.67 0.77
N 2.16371 -0.08889 0.08730 3.80 0.42 -0.90
N 1.15367 -0.96411 0.00088 -1.13 -3.06 0.73
H -3.44114 -0.90230 0.16141 0.87 0.54 -0.04
H -1.41176 -1.94276 -0.39990 0.22 0.50 0.56
H -0.41554 1.93626 -0.07877 0.35 -0.05 0.24
H 2.39692 1.96989 -0.01171 -0.33 -0.02 -0.35
H 2.96733 -0.34989 -0.51966 -0.77 0.38 0.70
H 1.28310 -1.57283 0.80267 -0.57 -0.68 -0.42
```
Positions in Å, forces in eV/Å.

Calculated values
Electronic energy   -10307.5737 eV
Multiplicity   1
Total charge   0
Largest force on an atom   0.076 hartree/bohr
HOMO-LUMO gap   8.344 eV
ΔE to the lowest compared entry with this formula, charge and spin   2.030 eV
Structure (SMILES)   O=C/C=C1\C=CNN1

---

(4)
A 3-piece molecular cluster, C4H11O4 overall, computed with the ωB97M-V functional and the def2-TZVPD basis.

The geometry in XYZ format:
```
19
Properties=species:S:1:pos:R:3:forces:R:3
C 1.26726 0.16569 -1.69706 -0.94 -1.38 2.96
O 1.23052 0.68780 -2.85393 -0.14 0.79 -2.66
C -0.13091 0.27112 -0.84926 0.45 -1.85 -2.29
C 0.00414 -0.40794 0.48983 -0.91 -0.27 0.64
C -0.88222 0.32555 1.46862 1.76 -2.09 2.30
O -0.95649 -0.04028 2.64216 -0.77 0.80 -1.20
H 1.46343 -0.96706 -1.61920 0.31 0.32 -0.17
H 2.08717 0.66998 -1.05242 -0.77 -0.60 0.36
H -0.26805 1.33003 -0.89249 -0.38 0.91 0.86
H -1.05362 -0.16214 -1.40248 1.67 0.49 0.42
H 1.02623 -0.27236 0.88451 -0.14 -0.08 -0.10
H -0.22571 -1.54682 0.58147 0.35 1.98 -0.53
H -1.29244 1.25416 1.11448 -0.73 0.74 -0.12
H 3.81455 -0.27324 -3.50316 0.61 1.47 -0.32
H 2.84141 0.68505 -3.15461 -2.17 1.15 0.12
O 3.73826 0.72271 -3.50649 1.73 -2.40 -0.24
H -3.75244 -1.19846 4.89255 -1.30 -0.22 0.13
H -4.26811 -0.31755 3.90634 -0.62 0.39 -0.51
O -4.64299 -0.92623 4.55115 1.99 -0.16 0.34
```
Positions in Å, forces in eV/Å.

Calculated values
Electronic energy   -12515.5042 eV
Multiplicity   1
Total charge   -1
Largest force on an atom   0.070 hartree/bohr
HOMO-LUMO gap   6.358 eV
ΔE to the lowest compared entry with this formula, charge and spin   3.105 eV

---

(5)
The molecule C8H7BrClN3, computed with the ωB97M-V functional and the def2-TZVPD basis.

The geometry in XYZ format:
```
20
Properties=species:S:1:pos:R:3:forces:R:3
C 2.67223 -1.30527 0.98874 -0.17 0.00 0.00
C 2.27886 -1.40538 -0.36723 0.00 0.16 0.43
C 1.56545 -0.83795 1.63829 0.23 -0.10 -0.06
C -1.01172 1.66282 -1.45369 0.02 -0.59 -0.02
C -1.23502 0.35245 -1.44278 -0.02 0.44 -0.37
C -1.08546 2.53040 -0.27081 -0.07 0.48 -0.89
C -0.70392 -0.33367 0.89514 -0.60 1.17 0.20
C -1.63487 -0.43242 -0.23466 -0.28 -0.50 0.09
N 1.03884 -1.01427 -0.52825 -0.19 -0.10 -0.74
N -0.90541 2.22673 0.91146 0.12 -0.80 0.97
N 0.58807 -0.68134 0.69244 0.87 -0.21 0.20
Cl -1.73864 -2.19897 -0.72294 -0.26 0.08 0.03
Br -3.43296 0.09500 0.36851 0.23 -0.09 -0.04
H 3.62436 -1.56125 1.40453 0.16 0.01 0.17
H 2.85076 -1.75646 -1.20394 0.08 0.01 -0.18
H 1.38767 -0.60027 2.66700 -0.08 0.03 0.20
H -0.75530 2.15748 -2.37818 -0.03 -0.02 -0.13
H -1.14663 -0.21674 -2.35402 -0.03 -0.03 -0.08
H -1.31088 3.57657 -0.52188 0.05 0.15 0.23
H -1.04542 -0.25745 1.91226 -0.02 -0.06 0.00
```
Positions in Å, forces in eV/Å.

Calculated values
Electronic energy   -95440.4060 eV
Multiplicity   1
Total charge   0
Largest force on an atom   0.026 hartree/bohr
HOMO-LUMO gap (alpha / beta)   8.862 / 7.329 eV
ΔE to the lowest compared entry with this formula, charge and spin   1.375 eV

---

(6)
A 3-piece molecular cluster, C4H14NO2 overall, computed with the ωB97M-V functional and the def2-TZVPD basis.

The geometry in XYZ format:
```
21
Properties=species:S:1:pos:R:3:forces:R:3
C -2.68853 1.19143 0.89034 -0.33 -4.68 0.35
C -1.51871 0.11468 0.85703 2.25 3.83 -0.55
C -0.98855 -0.30277 -0.58266 -1.39 -0.97 0.83
C 1.30932 -0.70580 -1.40050 1.12 1.94 0.09
N 0.44422 -0.84096 -0.47100 -1.21 -2.49 -0.53
H -2.94326 1.45728 1.88755 0.19 0.24 0.94
H -2.52352 2.01955 0.33012 0.66 2.44 -1.75
H -3.58427 0.64639 0.53246 0.26 0.56 -0.13
H -0.62184 0.57188 1.41368 -1.08 -0.42 -0.76
H -1.78994 -0.69330 1.45911 -0.56 -1.69 0.47
H -1.72982 -1.06906 -0.88063 0.94 -0.34 -0.08
H -1.09676 0.42226 -1.42868 0.79 -0.08 1.15
H 0.95761 -0.25728 -2.36232 0.96 -0.07 0.87
H 2.39752 -0.80369 -1.03603 -1.59 -0.71 -1.42
H 0.72840 -1.75102 0.08345 -0.85 2.50 0.63
H 0.67165 -1.43101 2.22947 0.68 -0.89 0.26
H 1.28612 -2.83476 2.58632 -0.17 -0.66 0.80
O 1.30811 -2.12916 1.95949 -0.61 1.59 -1.20
H 1.53585 2.63805 -0.68632 0.52 -0.05 -2.04
H 1.31717 2.80331 -2.26791 -0.31 0.41 0.09
O 1.89244 2.42701 -1.60305 -0.29 -0.47 1.99
```
Positions in Å, forces in eV/Å.

Calculated values
Electronic energy   -9951.6546 eV
Multiplicity   1
Total charge   +1
Largest force on an atom   0.092 hartree/bohr
HOMO-LUMO gap   10.271 eV
ΔE to the lowest compared entry with this formula, charge and spin   3.106 eV

---

(7)
C10H35MnO10 as an isolated structure, computed with the ωB97M-V functional and the def2-TZVPD basis.

The geometry in XYZ format:
```
56
Properties=species:S:1:pos:R:3:forces:R:3
Mn -12.07575 -18.76117 -4.36173 -2.95 -0.07 0.08
C -15.22304 -19.33398 -1.87677 1.18 0.57 0.57
C -14.05809 -19.09628 -2.87126 -3.92 -0.29 0.42
O -13.88822 -19.91412 -3.79038 2.31 -1.83 -1.06
O -13.47475 -17.99895 -2.96002 2.45 1.59 0.42
H -15.41506 -20.37844 -1.63114 0.43 0.03 -0.30
H -16.17594 -18.89996 -2.17959 0.28 0.07 -0.67
H -14.96303 -18.78753 -0.97019 0.09 -0.21 0.13
C -13.68315 -14.89567 -2.14795 0.23 2.36 1.17
O -14.64029 -13.85437 -2.44549 0.16 -1.21 -0.48
H -13.13543 -14.31224 -1.40788 0.49 -0.65 0.39
H -14.05435 -15.79033 -1.64806 -0.32 -0.04 -0.46
H -12.93277 -15.06912 -2.91927 -0.38 -0.34 -0.51
H -15.22782 -14.13839 -3.14958 -0.22 -0.02 -0.02
C -12.63001 -22.55986 -1.04581 0.15 -0.56 0.15
O -12.14851 -21.22848 -0.85454 -0.21 0.21 0.14
H -13.71576 -22.61872 -0.96985 -0.11 0.32 -0.54
H -12.24153 -22.99339 -1.96735 -0.36 0.04 -0.13
H -12.30772 -23.23519 -0.25325 0.47 0.33 0.23
H -11.68217 -20.92479 -1.63678 0.00 -0.38 0.14
C -18.16321 -16.04008 -3.29377 -1.22 -0.37 0.65
O -18.39129 -15.20540 -2.19572 -0.01 1.17 -0.20
H -18.85281 -16.87950 -3.20476 0.44 -0.84 0.04
H -18.56916 -15.59411 -4.20174 0.80 0.56 -0.09
H -17.11135 -16.32587 -3.29761 0.12 -0.28 -0.72
H -18.28995 -15.68318 -1.36925 -0.16 -0.17 0.27
C -14.08768 -18.76433 -7.95539 -1.17 0.15 0.33
O -13.57604 -19.18939 -6.68106 1.94 -0.08 1.15
H -14.10325 -17.67487 -7.92503 0.11 -0.13 -0.44
H -13.56390 -19.20454 -8.80390 0.22 0.31 0.17
H -15.10529 -19.15362 -7.92361 -0.15 0.25 -0.49
H -13.09301 -20.00275 -6.84453 -0.26 -0.41 -0.01
C -14.73461 -15.47211 -5.72588 -0.83 0.59 0.16
O -13.63928 -15.29787 -6.58367 1.25 -0.19 0.07
H -15.08510 -14.49107 -5.40522 -0.38 0.19 -0.56
H -15.46895 -16.00602 -6.32904 -0.53 -0.04 0.71
H -14.52964 -15.91119 -4.74951 0.30 -0.79 -0.20
H -12.92905 -15.86330 -6.27149 0.13 0.22 -0.23
C -17.00654 -17.26873 0.17286 0.17 0.08 1.52
O -18.23797 -16.56949 0.29668 0.03 0.17 -1.01
H -17.20494 -18.25742 0.58665 0.59 -0.32 -0.21
H -16.52541 -17.32944 -0.80332 -0.99 0.33 -0.31
H -16.27552 -16.74022 0.78473 0.30 -0.29 0.18
H -18.26924 -16.20844 1.18565 -0.11 0.12 -0.05
C -17.08198 -20.44233 -4.48454 -0.34 -0.70 -1.11
O -16.02713 -20.49211 -5.45500 0.04 0.00 0.84
H -17.42541 -19.41184 -4.39368 -0.47 -0.11 0.06
H -17.80231 -21.14596 -4.90185 -0.62 0.63 0.01
H -16.91652 -20.87121 -3.49622 0.84 0.09 0.08
H -15.24665 -20.16502 -5.00171 0.20 -0.06 -0.27
C -17.27723 -21.79142 0.18758 1.17 0.45 -0.57
O -16.16232 -22.58845 0.59073 -0.39 -0.48 0.51
H -17.11550 -21.60886 -0.87478 -0.85 -0.32 -0.42
H -18.20474 -22.30717 0.43626 0.25 -0.06 -0.26
H -17.32108 -20.77414 0.57659 0.16 -0.07 0.76
H -15.34010 -22.12271 0.75993 -0.35 0.50 0.00
```
Positions in Å, forces in eV/Å.

Calculated values
Electronic energy   -62720.1539 eV
Multiplicity   6
Total charge   +1
Largest force on an atom   0.077 hartree/bohr
HOMO-LUMO gap (alpha / beta)   4.884 / 4.886 eV
ΔE to the lowest compared entry with this formula, charge and spin   3.949 eV

---

(8)
C22H20FN8ReS as an isolated structure, computed with the ωB97M-V functional and the def2-TZVPD basis.

The geometry in XYZ format:
```
53
Properties=species:S:1:pos:R:3:forces:R:3
Re -0.06774 -0.30076 -0.20291 -1.33 1.31 -0.67
N -3.04994 -1.80108 -0.77018 0.10 -0.16 -0.04
C -2.04849 -2.37416 -1.47086 0.04 0.16 0.05
N -2.32329 -3.42964 -2.18189 0.05 0.00 -0.06
C -1.31107 -3.98933 -2.86410 0.05 -0.15 -0.08
N -1.53502 -5.08109 -3.54407 0.04 -0.01 -0.02
N -0.03661 -3.46390 -2.91753 -0.28 -0.24 -0.11
C 0.15156 -2.43110 -2.19107 0.06 0.24 0.25
N -0.77973 -1.83579 -1.35706 0.21 0.02 0.06
C 1.46145 -1.74293 -2.22970 -0.25 0.18 0.17
C 2.54167 -2.20776 -2.92238 0.27 -0.08 -0.22
C 3.70479 -1.43314 -2.93611 0.00 -0.07 -0.04
C 3.73287 -0.22050 -2.25807 0.09 -0.04 -0.11
C 2.61569 0.17818 -1.56287 -0.27 -0.11 0.00
N 1.48495 -0.57030 -1.54030 0.44 -0.27 0.62
H -3.98099 -2.13929 -0.97670 -0.03 0.01 -0.02
H -2.96752 -0.85050 -0.45600 -0.06 0.07 -0.04
H -2.45840 -5.48960 -3.56507 -0.03 -0.02 0.03
H -0.79239 -5.51359 -4.07263 0.03 -0.01 -0.04
H 2.47089 -3.15430 -3.44129 0.03 0.04 -0.03
H 4.57888 -1.77545 -3.47851 -0.04 0.01 0.03
H 4.61389 0.40659 -2.26006 0.00 -0.02 -0.01
H 2.59456 1.11180 -1.01763 -0.04 -0.01 0.08
F 0.18890 5.53022 1.85510 -0.01 0.01 0.00
C -0.13999 4.49410 1.11616 0.07 0.09 0.03
C 0.63484 4.20196 -0.00069 0.11 0.01 -0.03
C 0.29850 3.10282 -0.75688 0.06 -0.04 -0.07
C -0.80877 2.30075 -0.41100 0.29 0.00 0.22
C -1.18214 1.15666 -1.23719 0.06 -0.75 0.41
C -1.57570 2.64757 0.71900 -0.13 -0.05 0.02
C -1.25295 3.74391 1.48050 -0.09 -0.05 0.12
H 1.45754 4.85435 -0.26480 -0.02 -0.02 0.02
H 0.85935 2.88338 -1.66063 -0.05 0.02 0.02
H -0.79121 1.16150 -2.25485 0.01 -0.06 -0.11
H -2.24154 0.90141 -1.24013 -0.05 0.06 -0.10
H -2.45702 2.06316 0.97021 0.07 0.05 -0.01
H -1.84190 4.04648 2.33801 0.03 -0.01 -0.05
N -2.27766 -2.15777 2.08087 0.00 -0.24 0.06
C -1.49227 -1.20535 2.52529 0.21 0.24 0.05
N -0.70154 -0.41985 1.73250 0.69 -0.10 -0.41
C 0.09637 0.43587 2.55370 -0.22 -0.23 -0.23
C 1.13337 1.21388 2.08185 0.17 0.06 -0.26
C 1.84781 1.99046 2.97673 0.08 0.09 0.08
C 1.51402 1.97937 4.33052 0.00 -0.01 0.06
C 0.49957 1.16196 4.81220 0.02 0.01 0.12
C -0.18701 0.37937 3.89774 -0.13 -0.02 0.26
S -1.43879 -0.81571 4.19519 0.00 0.05 0.11
H -2.36746 -2.36974 1.09824 -0.06 0.04 -0.04
H -2.80858 -2.72013 2.73132 -0.03 0.00 -0.01
H 1.41738 1.22484 1.02206 -0.03 0.06 0.06
H 2.67686 2.59824 2.63309 -0.09 -0.03 0.02
H 2.07225 2.59761 5.02211 -0.03 -0.04 -0.02
H 0.26775 1.12633 5.87076 0.03 0.02 -0.08
```
Positions in Å, forces in eV/Å.

Calculated values
Electronic energy   -50717.1220 eV
Multiplicity   2
Total charge   +3
Largest force on an atom   0.039 hartree/bohr
HOMO-LUMO gap (alpha / beta)   5.762 / 6.144 eV
ΔE to the lowest compared entry with this formula, charge and spin   1.093 eV